Model A:
DFT (ωB97M-V/def2-TZVPD) results for a cluster of 2 separate species, C4H12 in total.

Cartesian coordinates (Å):
C 2.1398 0.2227 1.3598
C 1.9968 0.3352 -0.1723
H 3.0676 0.7011 1.6677
H 1.3300 0.7238 1.8846
H 2.1678 -0.8168 1.6658
H 2.3985 -0.5414 -0.6654
H 0.9656 0.5064 -0.4761
H 2.4664 1.2621 -0.5010
C -2.2676 -1.0094 -0.7820
C -1.8590 0.4064 -0.4237
H -3.2209 -0.9926 -1.3179
H -1.5507 -1.6492 -1.2909
H -2.5533 -1.5704 0.1144
H -1.1649 0.7857 -1.1819
H -1.2911 0.4674 0.5036
H -2.6251 1.1689 -0.3847

Calculated values
Gap between HOMO and LUMO   12.737 eV
Net charge   0
LUMO   1.17 eV
SMILES   CC.CC

=====

Model B:
DFT (ωB97M-V/def2-TZVPD) results for a cluster of 2 separate species, C4H12 in total.

Cartesian coordinates (Å):
C -0.6282 1.1341 -1.2191
C -1.9411 1.8449 -1.5076
H -0.9705 0.1286 -0.8675
H -0.0425 0.9718 -2.1486
H -0.0043 1.5654 -0.4017
H -2.4419 1.5946 -2.4678
H -2.6157 1.6753 -0.6660
H -1.7210 2.9152 -1.4936
C 0.8214 -0.9618 0.9918
C 1.7903 -1.9877 1.6076
H 1.2737 -0.6424 0.0935
H -0.1726 -1.4993 1.0051
H 0.6191 -0.0685 1.7240
H 1.8726 -2.8644 0.9872
H 1.4108 -2.3065 2.6580
H 2.7497 -1.4993 1.7048

Calculated values
Gap between HOMO and LUMO   12.335 eV
Net charge   0
LUMO   1.10 eV
SMILES   CC.CC

=====

model A wins, 8.1 kcal/mol ahead of the next structure.

=====

Model A:
DFT (ωB97M-V/def2-TZVPD) results for a cluster of 2 separate species, C4H12 in total.

Cartesian coordinates (Å):
C 1.0324 1.7456 -0.4377
C 0.2214 1.7585 -1.7395
H 0.3985 1.9110 0.4349
H 1.5580 0.8045 -0.3012
H 1.7391 2.5721 -0.4584
H 0.2636 0.8219 -2.2784
H 0.6117 2.5658 -2.3672
H -0.8208 2.0596 -1.6353
C -1.0080 -1.1250 0.9324
C -0.2330 -2.4085 1.2445
H -1.5477 -0.7624 1.8164
H -0.4379 -0.2437 0.6462
H -1.7697 -1.2644 0.1650
H 0.6064 -2.2438 1.9061
H -0.9689 -3.1138 1.6284
H 0.1067 -2.8513 0.3054

Calculated values
Gap between HOMO and LUMO   12.706 eV
Net charge   0
LUMO   1.14 eV
SMILES   CC.CC

=====

Model B:
DFT (ωB97M-V/def2-TZVPD) results for a cluster of 2 separate species, C4H12 in total.

Cartesian coordinates (Å):
C -1.9507 -2.2568 -0.9656
C -1.2333 -0.8179 -1.0783
H -2.3819 -2.2986 0.0259
H -2.6510 -2.3800 -1.8237
H -1.3717 -3.1762 -1.0938
H -1.4722 -0.3758 -2.0144
H -0.0697 -0.6911 -1.2190
H -1.4131 -0.2150 -0.1785
C 1.3106 1.7194 1.7046
C 1.8349 1.3647 0.3267
H 1.6447 1.1386 2.6203
H 1.7200 2.7664 1.9146
H 0.1429 1.6243 1.7686
H 2.3246 2.2104 -0.1718
H 1.1310 0.9142 -0.2598
H 2.6271 0.4255 0.5073

Calculated values
Gap between HOMO and LUMO   12.068 eV
Net charge   0
LUMO   1.11 eV
SMILES   CC.CC

=====

Model C:
DFT (ωB97M-V/def2-TZVPD) results for a cluster of 2 separate species, C4H12 in total.

Cartesian coordinates (Å):
C 2.6457 1.2863 -1.0031
C 1.4936 0.5042 -0.3449
H 3.5599 0.7271 -0.7865
H 2.5358 1.2583 -2.0825
H 2.7982 2.3350 -0.7809
H 0.5383 0.8952 -0.7130
H 1.4879 0.6119 0.7260
H 1.6306 -0.5245 -0.6879
C -2.7442 -1.1262 0.9636
C -1.4176 -0.7048 0.3877
H -3.5074 -0.8777 0.2255
H -2.7884 -2.0757 1.4925
H -2.9604 -0.4101 1.8070
H -1.2992 0.3847 0.3612
H -1.2713 -1.0473 -0.6433
H -0.5648 -0.9558 1.0229

Calculated values
Gap between HOMO and LUMO   12.454 eV
Net charge   0
LUMO   1.09 eV
SMILES   CC.CC

=====

Model D:
DFT (ωB97M-V/def2-TZVPD) results for a cluster of 2 separate species, C4H12 in total.

Cartesian coordinates (Å):
C -0.6937 -2.0529 0.0919
C -1.4278 -1.0110 -0.7652
H -0.4155 -2.9610 -0.4393
H 0.2089 -1.5835 0.4991
H -1.2521 -2.3840 0.9677
H -2.2227 -0.5581 -0.1719
H -1.9038 -1.5901 -1.5640
H -0.8763 -0.2144 -1.2553
C 0.6365 1.7697 0.9308
C 1.5133 1.3250 -0.2596
H 1.1788 2.3961 1.6307
H -0.2847 2.1053 0.4545
H 0.2204 0.9480 1.5253
H 1.3676 2.0985 -1.0116
H 1.3558 0.2843 -0.5082
H 2.5953 1.4280 -0.1250

Calculated values
Gap between HOMO and LUMO   12.769 eV
Net charge   0
LUMO   1.20 eV
SMILES   CC.CC

=====

model A wins, 3.9 kcal/mol ahead of the next structure.

=====

Model A:
DFT (ωB97M-V/def2-TZVPD) results for a cluster of 2 separate species, C4H12 in total.

Cartesian coordinates (Å):
C -1.9877 0.9572 0.3424
C -1.6895 0.3568 1.7251
H -2.5196 0.2742 -0.3118
H -2.5449 1.8919 0.4719
H -1.0519 1.2505 -0.1322
H -2.0602 0.9702 2.5460
H -0.6156 0.2536 1.8961
H -2.1183 -0.6374 1.8379
C 2.2351 -1.2780 -1.2285
C 1.4418 -0.0505 -0.8462
H 2.7002 -1.1001 -2.2045
H 3.0632 -1.4642 -0.5510
H 1.6227 -2.1592 -1.3899
H 2.0301 0.8559 -0.7351
H 0.6256 0.1429 -1.5457
H 0.8187 -0.1887 0.0449

Calculated values
Gap between HOMO and LUMO   12.651 eV
Net charge   0
LUMO   1.16 eV
SMILES   CC.CC

=====

Model B:
DFT (ωB97M-V/def2-TZVPD) results for a cluster of 2 separate species, C4H12 in total.

Cartesian coordinates (Å):
C 0.0650 1.4394 -1.7330
C 0.0841 0.0439 -2.4904
H 1.0900 1.7439 -1.6074
H -0.1946 2.0778 -2.5838
H -0.5558 1.4592 -0.8466
H 0.3823 -0.8108 -1.8884
H 0.7186 0.1989 -3.3561
H -0.9449 -0.0334 -2.8631
C -0.8065 -0.7771 1.9535
C 0.6256 -0.8165 2.3301
H -0.9638 -1.1446 0.9249
H -1.5414 -1.2823 2.6036
H -1.1657 0.2533 1.9474
H 1.1780 -0.0093 1.8359
H 0.8145 -0.5928 3.3971
H 1.2146 -1.7495 2.3763

Calculated values
Gap between HOMO and LUMO   12.469 eV
Net charge   0
LUMO   1.11 eV
SMILES   CC.CC

=====

Model C:
DFT (ωB97M-V/def2-TZVPD) results for a cluster of 2 separate species, C4H12 in total.

Cartesian coordinates (Å):
C 1.9358 0.9826 -0.0612
C 1.8624 0.3605 1.3877
H 2.8542 0.6170 -0.5296
H 1.1272 0.7868 -0.7348
H 2.1763 2.0320 -0.0754
H 2.0001 1.1055 2.1686
H 2.5567 -0.4759 1.4711
H 0.9036 -0.1502 1.4255
C -2.6220 -0.7561 -0.8931
C -1.1899 -0.5207 -0.3878
H -2.9348 -0.3292 -1.8376
H -2.7978 -1.8322 -0.9746
H -3.3369 -0.4820 -0.1296
H -1.2053 -0.5915 0.6951
H -0.9071 0.4530 -0.7999
H -0.4227 -1.1998 -0.7244

Calculated values
Gap between HOMO and LUMO   12.648 eV
Net charge   0
LUMO   1.15 eV
SMILES   CC.CC

=====

Model D:
DFT (ωB97M-V/def2-TZVPD) results for a cluster of 2 separate species, C4H12 in total.

Cartesian coordinates (Å):
C -1.7220 -1.5760 1.1397
C -1.8691 -0.9065 -0.2321
H -2.3217 -1.0202 1.8574
H -2.0906 -2.5940 1.2434
H -0.7112 -1.4490 1.5313
H -0.9622 -1.0324 -0.8139
H -1.9171 0.1648 -0.0308
H -2.7621 -1.1913 -0.7772
C 1.8495 1.8441 -0.9482
C 1.7784 0.5731 -0.0675
H 1.0416 1.8567 -1.6755
H 1.6795 2.7403 -0.3514
H 2.8695 1.8945 -1.3269
H 2.5299 -0.2059 -0.1973
H 0.9033 -0.0411 -0.3042
H 1.7043 0.9429 0.9533

Calculated values
Gap between HOMO and LUMO   12.751 eV
Net charge   0
LUMO   1.15 eV
SMILES   CC.CC

=====

model A wins, 5.6 kcal/mol ahead of the next structure.

=====

Model A:
DFT (ωB97M-V/def2-TZVPD) results for a cluster of 2 separate species, C4H12 in total.

Cartesian coordinates (Å):
C -0.6986 -1.9266 -2.0914
C 0.6896 -1.3840 -1.7191
H -0.8055 -1.9755 -3.1775
H -0.7970 -2.9404 -1.7039
H -1.5274 -1.3287 -1.7133
H 1.4134 -2.1014 -2.1133
H 0.8737 -0.3667 -2.0418
H 0.8148 -1.5090 -0.6393
C -0.6834 1.8417 1.5894
C 0.7127 1.5273 2.2193
H -1.3309 0.9796 1.7367
H -1.1131 2.7148 2.0793
H -0.6589 2.0876 0.5289
H 1.4778 1.5423 1.4440
H 0.7046 0.5343 2.6562
H 0.9280 2.3047 2.9457

Calculated values
Gap between HOMO and LUMO   12.854 eV
Net charge   0
LUMO   1.09 eV
SMILES   CC.CC

=====

Model B:
DFT (ωB97M-V/def2-TZVPD) results for a cluster of 2 separate species, C4H12 in total.

Cartesian coordinates (Å):
C 0.8525 2.0658 -1.1179
C 2.0144 1.1398 -1.5513
H 1.0955 3.1525 -1.0472
H -0.0432 1.8587 -1.8403
H 0.5851 1.7147 -0.1702
H 1.5761 0.0807 -1.5036
H 2.8735 1.1072 -0.9913
H 2.3222 1.4049 -2.4988
C -1.8848 -1.1972 0.7536
C -0.9654 -2.0195 1.8537
H -1.5184 -1.1496 -0.2604
H -2.7292 -1.8528 0.9252
H -2.0884 -0.2104 1.1515
H -1.4332 -1.9975 2.7764
H -0.0912 -1.2371 2.1682
H -0.5657 -2.8601 1.3524

Calculated values
Gap between HOMO and LUMO   11.975 eV
Net charge   0
LUMO   1.03 eV
SMILES   CC.CC

=====

Model C:
DFT (ωB97M-V/def2-TZVPD) results for a cluster of 2 separate species, C4H12 in total.

Cartesian coordinates (Å):
C 1.5470 -1.5107 0.5639
C 0.7026 -2.4001 1.4649
H 2.3656 -2.0475 0.0775
H 0.9295 -1.0588 -0.2130
H 1.9996 -0.7133 1.1383
H 0.0850 -1.8024 2.1283
H 1.3256 -3.0265 2.1051
H 0.0506 -3.0799 0.9206
C -0.8420 1.3343 -0.6941
C -1.4157 2.6192 -1.2904
H 0.2418 1.3161 -0.7728
H -1.1296 1.0317 0.3141
H -1.1143 0.4982 -1.3559
H -0.7138 3.4523 -1.2710
H -1.6903 2.4604 -2.3258
H -2.3414 2.9270 -0.7897

Calculated values
Gap between HOMO and LUMO   12.855 eV
Net charge   0
LUMO   1.14 eV
SMILES   CC.CC

=====

Model D:
DFT (ωB97M-V/def2-TZVPD) results for a cluster of 2 separate species, C4H12 in total.

Cartesian coordinates (Å):
C -1.7464 0.8943 -1.6642
C -1.1359 -0.5307 -1.6627
H -0.9950 1.5540 -2.0949
H -2.5896 0.8990 -2.3455
H -2.1022 1.2255 -0.6919
H -0.1485 -0.5015 -2.1241
H -1.8179 -1.1503 -2.2389
H -0.9682 -0.9983 -0.6953
C 1.8105 0.4832 1.6383
C 1.1046 -0.8328 1.7138
H 1.5288 1.0491 0.7471
H 1.4682 1.1345 2.4554
H 2.8874 0.6157 1.7307
H 1.6025 -1.6884 1.2376
H 0.1454 -0.8840 1.1854
H 0.7890 -1.2510 2.6729

Calculated values
Gap between HOMO and LUMO   12.699 eV
Net charge   0
LUMO   1.15 eV
SMILES   CC.CC

=====

model C wins, 1.7 kcal/mol ahead of the next structure.

=====

Model A:
DFT (ωB97M-V/def2-TZVPD) results for a cluster of 3 separate species, C4H16NO2 in total.

Cartesian coordinates (Å):
C -2.1334 -1.2993 1.3195
C -0.8026 -0.6085 0.9848
N -0.4501 -0.8208 -0.4587
C -0.2974 -2.1917 -1.0253
C -0.8870 0.9023 1.2456
H -2.8537 -0.7045 0.7370
H -2.4190 -1.2176 2.3600
H -2.2145 -2.2885 0.8980
H 0.0539 -0.9748 1.5540
H -1.0968 -0.3231 -1.0704
H 0.4726 -0.3602 -0.5942
H -0.5936 -2.2164 -2.0682
H 0.7396 -2.5063 -0.9492
H -0.9089 -2.9199 -0.5051
H -1.4827 1.4143 0.4774
H 0.0511 1.4252 1.0384
H -1.1641 0.9464 2.2906
H 1.7342 1.0722 -0.9616
H 3.0182 0.4847 -0.5038
O 2.1027 0.2490 -0.6520
H 1.0249 3.5795 -1.2080
H 2.5878 3.4871 -0.7919
O 1.7977 3.0369 -1.0328

Calculated values
Gap between HOMO and LUMO   12.631 eV
Net charge   +1
LUMO   -2.84 eV

=====

Model B:
DFT (ωB97M-V/def2-TZVPD) results for a cluster of 3 separate species, C4H16NO2 in total.

Cartesian coordinates (Å):
C -2.1080 -0.8543 1.6605
C -1.1147 -0.7723 0.4482
N -0.7097 0.6200 0.0286
C -0.5488 1.6300 1.1442
C -1.4959 -1.5862 -0.7638
H -1.4946 -0.7549 2.5597
H -2.8694 -0.0823 1.7630
H -2.4914 -1.8762 1.5995
H -0.1701 -1.0892 0.9060
H -1.2911 1.0336 -0.6973
H 0.2503 0.4746 -0.3607
H 0.5062 1.6281 1.4259
H -1.1606 1.3719 2.0012
H -0.8249 2.6192 0.7862
H -2.4134 -1.0973 -1.1276
H -0.7954 -1.4955 -1.6132
H -1.7010 -2.6375 -0.6242
H 2.3616 0.5301 -1.3029
H 1.5286 0.3886 -2.5165
O 1.4298 0.6136 -1.5786
H 5.4113 -0.1215 -0.9469
H 5.0229 0.9532 -1.7900
O 4.6783 0.5041 -1.0013

Calculated values
Gap between HOMO and LUMO   12.194 eV
Net charge   +1
LUMO   -2.77 eV

=====

model A wins, 1.5 kcal/mol ahead of the next structure.

=====

Model A:
DFT (ωB97M-V/def2-TZVPD) results for a cluster of 2 separate species, C5H13NO2 in total.

Cartesian coordinates (Å):
C 0.4645 -1.5122 0.5470
N 0.5253 -0.2549 0.0240
C -0.4646 0.7420 0.3438
C -1.7203 0.7023 -0.5358
C 1.7441 0.0609 -0.7301
C 1.6245 1.2525 -1.6544
O 1.4012 -2.2825 0.4697
H -0.3940 -1.7781 1.1543
H -0.8051 0.7880 1.3738
H 0.0314 1.7198 0.2600
H -1.7730 1.3645 -1.3983
H -1.9979 -0.3186 -0.7724
H -2.5317 1.0906 0.1065
H 2.0606 -0.8412 -1.2482
H 2.5752 0.1954 -0.0222
H 0.5914 1.4066 -1.9711
H 2.1979 1.1034 -2.5680
H 1.8953 2.1834 -1.1539
H -1.7782 -2.1930 3.2901
H -1.4993 -1.3983 2.0829
O -2.1472 -2.0305 2.4023

Calculated values
Gap between HOMO and LUMO   9.977 eV
Net charge   0
LUMO   0.67 eV
SMILES   CCN(C=O)CC.O

=====

Model B:
DFT (ωB97M-V/def2-TZVPD) results for a structure of composition C5H13NO2.

Cartesian coordinates (Å):
C -0.6882 1.0620 1.1256
C -1.8623 0.1971 0.6701
C -0.8813 1.6212 2.5343
H 0.2289 0.4688 1.0860
H -0.5549 1.8916 0.4234
H -0.9866 0.8129 3.2614
H -2.0078 -0.6445 1.3511
H -2.7896 0.7744 0.6558
H -1.6956 -0.2098 -0.3275
H -0.0336 2.2374 2.8403
H -1.7819 2.2368 2.5907
C 1.6417 0.4007 -1.5631
C 0.4723 -2.0650 -1.7554
N 1.4781 -2.8481 -1.7467
O 1.4699 -0.8156 -0.8406
O -0.5706 -1.7003 -2.1561
H 1.3974 -3.8468 -1.8534
H 2.1468 -1.7086 -1.0651
H 2.2249 1.0972 -0.9596
H 2.1416 0.2225 -2.5208
H 0.6509 0.8163 -1.7506

Calculated values
Gap between HOMO and LUMO   11.338 eV
Net charge   0
LUMO   0.83 eV

=====

Model C:
DFT (ωB97M-V/def2-TZVPD) results for a cluster of 2 separate species, C5H13NO2 in total.

Cartesian coordinates (Å):
C -0.4309 0.1571 0.1592
C 0.3213 1.4539 -0.0199
C 1.6945 1.2268 -0.7147
C -0.5169 2.5154 -0.7500
C 0.1316 -0.9290 1.0120
N 0.8037 -0.5733 2.1714
O -0.1231 -2.1046 0.8395
H -1.4964 0.2596 0.3302
H -0.5421 -0.3968 -0.7231
H 0.4921 1.8510 1.0024
H 1.5480 0.5633 -1.5961
H 2.1103 2.1739 -0.9955
H 2.3809 0.5968 -0.1102
H -1.5960 2.5383 -0.4117
H -0.4394 2.4255 -1.8033
H -0.2313 3.5228 -0.4223
H 1.0418 -1.3069 2.8006
H 0.8711 0.3994 2.3885
H -0.8320 -2.2059 -1.7400
H -1.6458 -1.8121 -2.9005
O -1.6929 -1.8138 -1.9371

Calculated values
Gap between HOMO and LUMO   10.512 eV
Net charge   0
LUMO   0.81 eV
SMILES   CC(C)CC(N)=O.O

=====

model C wins, 18.5 kcal/mol ahead of the next structure.